# 1
Molecular formula: C56H70F32O22
Method: DFT, the ωB97M-V functional and the def2-TZVPD basis

Cartesian coordinates (Å):
O1 2.3742 1.1660 1.6497
C1 3.1905 1.4314 2.5068
O2 3.4353 2.7148 2.7184
C2 4.3492 2.9808 3.7612
C3 4.7469 1.6063 4.2398
C4 4.0138 0.6149 3.4063
H1 3.7786 3.5856 4.4659
H2 5.2167 3.5664 3.4570
H3 4.6549 1.4454 5.3139
H4 5.8327 1.5415 4.1696
H5 3.3493 -0.0582 3.9480
H6 4.7096 0.1448 2.7113
O3 1.7393 -5.3462 -0.5935
C5 1.6809 -4.7078 0.4276
O4 0.4963 -4.4582 1.0307
C6 0.7352 -3.7616 2.3101
C7 2.2105 -3.4777 2.3905
C8 2.7898 -3.7928 1.0511
H7 0.3954 -4.3942 3.1301
H8 0.0873 -2.8924 2.1962
H9 2.6151 -4.1294 3.1649
H10 2.3490 -2.4345 2.6745
H11 3.7655 -4.2577 0.9098
H12 2.9970 -2.8957 0.4678
O5 4.0512 -5.2419 -6.3472
C9 4.3543 -5.3457 -5.1918
O6 5.4424 -4.5914 -4.7494
C10 5.6286 -4.6719 -3.3331
C11 4.2777 -5.1697 -2.8616
C12 3.7271 -6.0221 -3.9710
H13 5.8383 -3.6337 -3.0757
H14 6.5078 -5.2591 -3.0679
H15 3.5269 -4.4282 -2.5886
H16 4.5424 -5.7320 -1.9662
H17 2.6498 -5.9799 -3.8103
H18 4.1519 -7.0171 -3.8386
O7 0.1736 7.0572 0.3688
C13 0.0564 6.2894 1.3326
O8 0.7249 6.6170 2.4569
C14 0.7774 5.4378 3.3162
C15 0.0814 4.3309 2.5360
C16 -0.5553 4.9200 1.2820
H19 0.3436 5.6555 4.2922
H20 1.8035 5.1717 3.5699
H21 -0.6731 3.7892 3.1065
H22 0.8375 3.6273 2.1877
H23 -1.5987 5.1536 1.4938
H24 -0.3210 4.4076 0.3489
O9 -3.5123 4.5895 2.5732
C17 -4.0197 4.4666 3.6553
O10 -3.4521 4.7081 4.8498
C18 -4.2723 4.5441 6.0501
C19 -5.4841 3.7907 5.4367
C20 -5.4570 4.1190 3.9490
H25 -4.5908 5.5157 6.4277
H26 -3.7430 3.9778 6.8164
H27 -6.4627 3.9374 5.8937
H28 -5.1778 2.7480 5.5202
H29 -5.8944 5.0873 3.7057
H30 -5.8510 3.3497 3.2849
O11 1.1899 -0.1238 -2.5511
C21 0.3368 -0.0808 -1.6863
O12 -0.3280 -1.2009 -1.2801
C22 -0.9986 -0.9800 -0.1129
C23 -0.3235 0.2200 0.5333
C24 -0.0092 1.0734 -0.6888
H31 -1.1157 -1.8215 0.5698
H32 -2.0318 -0.6562 -0.2385
H33 0.5406 -0.0129 1.1556
H34 -1.1244 0.6119 1.1603
H35 0.8867 1.6926 -0.6440
H36 -0.9030 1.5992 -1.0248
O13 -0.9024 3.0112 -7.1840
C25 0.1968 2.4298 -7.1171
O14 1.0309 2.7025 -6.0594
C26 2.0358 1.6559 -5.8713
C27 1.6321 0.5999 -6.9565
C28 0.8413 1.3904 -7.9911
H37 1.8719 1.2521 -4.8722
H38 3.0600 1.9972 -6.0213
H39 1.0756 -0.2945 -6.6764
H40 2.4554 0.0941 -7.4610
H41 0.0996 0.7134 -8.4151
H42 1.4383 1.8568 -8.7747
O15 2.0368 6.2789 -1.4643
C29 3.1168 5.8977 -1.0471
O16 3.3983 4.6504 -0.7295
C30 4.6268 4.5597 -0.0730
C31 4.8668 5.8867 0.6495
C32 4.1908 6.7497 -0.4256
H43 5.4200 4.3760 -0.7977
H44 4.6689 3.6577 0.5375
H45 5.9424 6.0628 0.6638
H46 4.4118 5.8852 1.6400
H47 4.9475 7.0288 -1.1589
H48 3.8832 7.7409 -0.0925
O17 4.8565 -0.2578 -5.9762
C33 4.6279 -0.3264 -4.7573
O18 4.9003 0.7177 -3.9839
C34 4.4229 0.4925 -2.6098
C35 4.1815 -1.0302 -2.4775
C36 4.0449 -1.5167 -3.9521
H49 3.4676 0.9430 -2.3405
H50 5.1752 0.7267 -1.8566
H51 3.2865 -1.2644 -1.9011
H52 5.0100 -1.5038 -1.9510
H53 3.0052 -1.6303 -4.2592
H54 4.5766 -2.4325 -4.2106
C37 -3.0579 -5.7700 2.3800
C38 -3.6460 -4.3265 2.3613
C39 -5.1962 -4.0561 2.5678
F1 -5.6492 -2.7727 2.7335
F2 -5.9489 -4.5208 1.5557
F3 -3.0628 -3.6383 3.4033
F4 -3.2659 -3.7977 1.2363
O19 -3.7508 -6.7530 1.5554
C40 -3.3597 -6.8748 0.2376
C41 -4.2437 -7.8805 -0.5815
F5 -3.8832 -8.1907 -1.7769
F6 -4.6067 -8.9064 0.1087
F7 -3.3562 -5.6670 -0.3583
F8 -2.0500 -7.2443 0.3133
H55 -3.3269 -6.1633 3.3603
H56 -1.9800 -5.6935 2.2373
H57 -5.5398 -4.4526 3.5232
H58 -5.1515 -7.3606 -0.8875
C42 -3.6513 0.8794 -2.1348
C43 -3.5473 1.6853 -3.4190
C44 -2.5870 2.8320 -3.4838
F9 -2.8783 3.8661 -2.8015
F10 -1.3682 2.4708 -3.2264
F11 -3.1444 0.7911 -4.3348
F12 -4.7983 2.0385 -3.7682
O20 -3.8894 1.4152 -0.8372
C45 -4.7346 0.6560 0.1104
C46 -4.6121 1.1429 1.5793
F13 -5.5795 0.8459 2.4640
F14 -3.4501 0.8085 1.9992
F15 -6.0391 0.8159 -0.2556
F16 -4.5478 -0.6399 -0.0422
H59 -2.6921 0.3627 -2.1022
H60 -4.3559 0.0661 -2.3083
H61 -2.4880 3.1945 -4.5070
H62 -4.4839 2.2242 1.6287
C47 0.0270 1.5477 5.7241
C48 -0.9247 0.8742 4.7829
C49 -0.4719 -0.5821 4.3127
F17 -1.1840 -0.9075 3.2036
F18 0.7888 -0.8569 4.0963
F19 -2.1882 0.8220 5.2213
F20 -1.0683 1.6252 3.6417
O21 -0.4011 2.8454 6.0441
C50 -0.0469 3.1956 7.3586
C51 -0.0902 4.7742 7.4552
F21 -1.1826 5.3935 6.9745
F22 0.1451 5.2064 8.7293
F23 -0.9886 2.6046 8.1550
F24 1.1936 2.8224 7.6977
H63 0.9747 1.4738 5.1907
H64 0.0601 0.8812 6.5859
H65 -0.6537 -1.2871 5.1240
H66 0.7297 5.1896 6.8692
C52 -1.6955 -3.0522 -4.7203
C53 -0.6540 -4.1912 -4.6057
C54 0.8229 -3.7629 -4.9641
F25 0.8463 -2.9269 -6.0371
F26 1.4356 -3.1297 -3.9428
F27 -0.5710 -4.7744 -3.3978
F28 -1.0900 -5.1067 -5.4550
O22 -2.9243 -3.5947 -4.3438
C55 -3.8970 -2.7135 -3.7942
C56 -5.1813 -3.4515 -3.2451
F29 -5.0650 -4.2334 -2.1479
F30 -6.0809 -2.5577 -2.9503
F31 -3.2011 -2.0640 -2.8113
F32 -4.2224 -1.8165 -4.7163
H67 -1.8170 -2.5480 -5.6790
H68 -1.3164 -2.2144 -4.1352
H69 1.5026 -4.5981 -5.1331
H70 -5.6522 -4.0842 -3.9974

Results
- Energy above the lowest of the compared OMol25 structures with the same formula, charge and spin: 4.299 eV
- HOMO-LUMO gap: 8.67 eV
- LUMO: -0.017 Ha
- Maximum force: 5.61 eV/Å
- Highest occupied orbital energy: -9.1471 eV
- Total energy: -7026.7439 Eh


# 2
Molecular formula: C5H24N2O8
Method: DFT, the ωB97M-V functional and the def2-TZVPD basis

Cartesian coordinates (Å):
N1 2.4516 -1.7060 -0.7610
C1 1.3021 -1.0397 -0.2958
C2 0.0696 -1.5841 -0.2019
C3 -1.0365 -0.9318 0.4629
C4 -1.6418 0.1667 -0.3606
N2 -0.6809 1.2736 -0.6614
C5 -2.9072 0.6863 0.2267
O1 -3.3035 1.7923 -0.2278
H1 3.2178 -1.2326 -1.1591
H2 2.4818 -2.6547 -0.8665
H3 1.5533 0.0204 -0.1437
H4 -0.0701 -2.5851 -0.7292
H5 -1.7834 -1.6268 0.8877
H6 -0.5988 -0.5503 1.5279
H7 -1.8971 -0.1269 -1.3062
H8 -0.2382 1.6156 0.2288
H9 -1.1270 2.1733 -0.8057
H10 -3.5213 0.1341 0.9097
O2 -1.0919 0.8995 2.8236
H11 -1.0924 0.9284 3.7731
H12 -0.1252 1.3536 2.6346
O3 0.6356 -3.4034 2.0335
H13 1.1933 -2.6900 2.2312
H14 -0.1627 -3.1477 1.3963
O4 1.4837 2.2713 2.4660
H15 2.2662 1.8617 2.7350
H16 1.8803 3.2183 2.4740
O5 1.6737 1.3367 -2.6110
H17 1.0434 1.2545 -1.8658
H18 2.0146 0.4068 -2.6429
O6 1.4036 -0.4644 2.6958
H19 2.1805 -0.1305 2.1633
H20 0.7368 -0.0878 2.0191
O7 -2.8286 1.7777 -3.1014
H21 -2.7248 1.8182 -2.1336
H22 -1.8858 1.5006 -3.3753
O8 0.2802 -1.1556 -3.5673
H23 0.4910 -0.5195 -4.1998
H24 0.3579 -0.8525 -2.6735

Results
- SMILES string: N/C=C/C[C@H](N)C=O.O.O.O.O.O.O.O
- Energy above the lowest of the compared OMol25 structures with the same formula, charge and spin: 4.741 eV
- HOMO-LUMO gap: 8.19 eV
- LUMO: -0.015 Ha
- Maximum force: 5.06 eV/Å
- Highest occupied orbital energy: -8.6005 eV
- Total energy: -916.2093 Eh


# 3
Molecular formula: C3H7ClS2Si
Method: DFT, the ωB97M-V functional and the def2-TZVPD basis

Cartesian coordinates (Å):
C1 -0.9936 -0.1301 2.0655
Si1 -1.3674 0.0151 0.1524
Cl1 -3.2566 0.0568 -0.4963
S1 -0.2478 -1.5854 -0.8726
C2 1.3159 -0.6261 -0.8838
C3 1.0634 0.6885 -1.5412
S2 -0.2353 1.6346 -0.6471
H1 -1.8326 0.4920 2.6597
H2 -0.9307 -1.1887 2.5315
H3 0.0708 0.1707 2.2055
H4 2.0535 -1.2916 -1.3514
H5 1.5224 -0.2642 0.1888
H6 2.0430 1.3477 -1.4667
H7 0.7949 0.6807 -2.5442

Results
- SMILES string: C[Si]1(Cl)SCCS1
- Energy above the lowest of the compared OMol25 structures with the same formula, charge and spin: 0.369 eV
- HOMO-LUMO gap: 9.64 eV
- LUMO: 0.022 Ha
- Maximum force: 3.42 eV/Å
- Highest occupied orbital energy: -9.0519 eV
- Total energy: -1664.6546 Eh


# 4
Molecular formula: C50H66BCl2N4O3RhSSb
Method: DFT, the ωB97M-V functional and the def2-TZVPD basis

Cartesian coordinates (Å):
Rh1 0.0059 -1.0550 1.3103
C1 0.8569 3.3560 1.2960
C2 0.6657 3.6566 2.6393
C3 0.2845 2.6627 3.5245
C4 0.1076 1.3396 3.0908
C5 0.2892 1.0217 1.7209
C6 0.6544 2.0522 0.8540
C7 -0.2491 0.2545 4.0119
C8 -0.3013 0.3987 5.3940
C9 -0.5379 -0.6797 6.2249
C10 -0.6867 -1.9827 5.6498
C11 -0.8653 -3.1441 6.4050
C12 -1.0092 -4.3914 5.8051
C13 -0.9695 -4.4844 4.4206
C14 -0.7877 -3.3469 3.6451
C15 -0.6414 -2.0788 4.2293
N1 -0.4772 -0.9799 3.4367
H1 1.1688 4.1293 0.6032
H2 0.8139 4.6691 2.9981
H3 0.1252 2.9258 4.5630
H4 0.7840 1.8215 -0.1998
H5 -0.1410 1.3775 5.8259
H6 -0.5816 -0.5622 7.3007
H7 -0.8929 -3.0524 7.4863
H8 -1.1478 -5.2781 6.4116
H9 -1.0788 -5.4465 3.9334
H10 -0.7596 -3.4280 2.5624
Cl1 -2.9250 -1.8440 1.1035
C16 -2.3104 -3.2415 0.2692
C17 -2.9707 -4.4408 0.4357
C18 -2.4625 -5.5900 -0.1558
C19 -1.2758 -5.5115 -0.8628
C20 -0.6241 -4.2963 -1.0014
Cl2 0.9442 -4.3308 -1.7688
C21 -1.1288 -3.0867 -0.4905
N2 -0.5253 -1.8605 -0.6005
H11 -3.8664 -4.4667 1.0406
H12 -2.9694 -6.5383 -0.0410
H13 -0.8247 -6.3942 -1.2954
C22 -3.9395 4.9526 -1.4118
C23 -2.8353 3.9298 -1.6590
C24 -2.6934 3.7080 -3.1656
C25 -1.5024 4.5040 -1.1721
Sb1 -3.0251 1.9513 -0.6740
C26 -3.9435 2.5027 1.2487
C27 -3.8607 1.2595 2.1382
C28 -3.0451 3.5650 1.8820
C29 -5.3832 2.9991 1.2059
C30 -4.7144 1.0947 -1.8319
C31 -5.3641 -0.0189 -1.0117
C32 -4.0754 0.4390 -3.0584
C33 -5.8035 2.0637 -2.2790
H14 -3.7544 5.8386 -2.0350
H15 -3.9618 5.2907 -0.3755
H16 -4.9322 4.5779 -1.6625
H17 -2.3560 4.6412 -3.6356
H18 -3.6295 3.4230 -3.6462
H19 -1.9491 2.9423 -3.3944
H20 -1.3395 5.4870 -1.6350
H21 -0.6678 3.8579 -1.4546
H22 -1.4515 4.6289 -0.0911
H23 -2.8371 0.8859 2.2217
H24 -4.4975 0.4493 1.7797
H25 -4.1965 1.5178 3.1503
H26 -3.1069 4.5283 1.3735
H27 -3.3569 3.7224 2.9224
H28 -1.9981 3.2541 1.9051
H29 -6.0719 2.2297 0.8537
H30 -5.5084 3.8791 0.5736
H31 -5.6986 3.2738 2.2213
H32 -4.6654 -0.8275 -0.8046
H33 -6.2032 -0.4402 -1.5810
H34 -5.7608 0.3287 -0.0573
H35 -3.2883 -0.2625 -2.7686
H36 -3.6412 1.1679 -3.7454
H37 -4.8339 -0.1271 -3.6151
H38 -6.3130 2.5293 -1.4337
H39 -6.5607 1.5134 -2.8545
H40 -5.4273 2.8589 -2.9219
C34 6.3476 -2.7419 -1.8266
C35 5.7053 -3.5391 -0.6970
C36 4.2341 -3.2094 -0.4868
N3 4.0707 -1.8248 -0.0838
C37 3.1997 -1.3694 0.8210
S1 2.1192 -2.3495 1.6318
N4 3.2508 -0.0028 1.0527
C38 4.2970 0.8575 0.7609
O1 4.1104 1.9964 0.4132
C39 5.6974 0.3468 0.9848
C40 6.7185 0.9178 0.2360
C41 8.0282 0.5019 0.4242
C42 8.3152 -0.4656 1.3765
C43 7.2975 -1.0145 2.1464
C44 5.9862 -0.6140 1.9475
H41 7.3767 -3.0586 -1.9988
H42 6.3860 -1.6727 -1.6016
H43 5.7961 -2.8690 -2.7614
H44 6.2475 -3.3606 0.2354
H45 5.7776 -4.6083 -0.9092
H46 3.7835 -3.8341 0.2815
H47 3.6624 -3.3830 -1.4053
H48 4.5339 -1.1407 -0.6601
H49 2.3381 0.4420 1.2236
H50 6.4688 1.6852 -0.4849
H51 8.8238 0.9381 -0.1658
H52 9.3379 -0.7881 1.5267
H53 7.5245 -1.7556 2.9016
H54 5.1902 -1.0343 2.5506
C45 2.7542 -0.2613 -2.8558
C46 1.2818 0.1116 -3.0203
C47 1.1783 1.5847 -3.3838
O2 0.6586 -0.0776 -1.7548
B1 -0.0411 -1.2890 -1.7723
O3 -0.1527 -1.7718 -3.0750
C48 0.4897 -0.8646 -3.9739
C49 1.3716 -1.6843 -4.9063
C50 -0.5989 -0.1710 -4.7837
H55 3.1772 0.3705 -2.0706
H56 3.3261 -0.1127 -3.7734
H57 2.8503 -1.3043 -2.5472
H58 1.6709 2.1766 -2.6107
H59 0.1416 1.9040 -3.4451
H60 1.6663 1.7925 -4.3394
H61 2.0717 -2.3037 -4.3490
H62 1.9320 -1.0400 -5.5882
H63 0.7407 -2.3466 -5.5002
H64 -1.2824 0.3713 -4.1312
H65 -1.1734 -0.9322 -5.3134
H66 -0.1846 0.5248 -5.5157

Results
- HOMO-LUMO gap (spin up / spin down): 3.75 / 6.64 eV
- LUMO (spin up / spin down): 0.074 / 0.073 Ha
- Maximum force: 0.50 eV/Å
- Highest occupied orbital energy (spin up / spin down): -1.7467 / -4.6468 eV
- Net charge: -1
- Total energy: -4084.0048 Eh
- 2S+1: 5


# 5
Molecular formula: C16H54F3O16V
Method: DFT, the ωB97M-V functional and the def2-TZVPD basis

Cartesian coordinates (Å):
O1 -2.0121 2.9869 1.3825
V1 -0.4842 2.9905 1.8265
O2 -0.1736 4.0191 2.9958
C1 0.8587 0.9497 0.2698
O3 -0.5578 0.8051 0.3226
O4 1.1775 1.9575 1.0923
C2 1.5776 -0.4009 0.5195
F1 1.5272 -0.8714 1.7703
F2 0.9766 -1.3424 -0.2486
F3 2.8629 -0.3399 0.1461
C3 -1.2414 0.3963 -0.8611
C4 -2.7133 0.2593 -0.5208
H1 -3.2617 1.2012 -0.5224
H2 -3.2196 -0.4809 -1.1347
H3 -2.7803 -0.0368 0.5284
H4 -0.8560 -0.5451 -1.2444
H5 -1.1320 1.1682 -1.6340
H6 1.1175 1.1553 -0.7896
C5 -3.3222 3.8153 -2.2711
O5 -2.9662 4.9162 -1.4374
H7 -3.1166 4.0639 -3.3176
H8 -2.6877 2.9593 -2.0312
H9 -4.3774 3.5661 -2.1736
H10 -3.7491 5.2491 -0.9949
C6 3.2922 2.8252 -2.9637
O6 3.6641 4.1382 -2.5857
H11 2.9281 2.2937 -2.0734
H12 2.5148 2.7849 -3.7236
H13 4.1334 2.2164 -3.3170
H14 3.9741 4.0610 -1.6797
C7 3.2010 3.3071 3.5602
O7 3.3256 3.4174 2.1651
H15 3.2711 2.2599 3.8828
H16 4.1079 3.7719 3.9521
H17 2.3175 3.7609 4.0141
H18 2.7999 2.7553 1.6914
C8 6.0556 -2.8862 -0.2960
O8 6.0469 -3.5647 0.9304
H19 7.0159 -2.4195 -0.5317
H20 5.9733 -3.6478 -1.0772
H21 5.2108 -2.2138 -0.4621
H22 6.1344 -2.9556 1.6697
C9 4.3887 -0.9615 -3.2945
O9 5.4979 -0.3821 -2.5914
H23 4.7719 -1.1760 -4.2849
H24 4.1180 -1.8932 -2.7895
H25 3.5563 -0.2597 -3.2344
H26 5.2303 -0.3050 -1.6711
C10 -4.2530 -2.6586 -2.4611
O10 -4.3667 -4.0773 -2.6158
H27 -4.7806 -2.1698 -3.2733
H28 -4.8019 -2.4280 -1.5411
H29 -3.2080 -2.3666 -2.3361
H30 -3.9917 -4.4825 -1.8306
C11 2.6154 -0.5130 4.7763
O11 2.7294 -1.6954 5.5539
H31 1.6002 -0.1126 4.7283
H32 3.3152 0.2297 5.1675
H33 2.9035 -0.7267 3.7502
H34 2.6210 -1.4316 6.4715
C12 -6.5126 0.0868 -1.2214
O12 -6.8630 0.2370 -2.5826
H35 -6.5009 1.0500 -0.6934
H36 -7.2286 -0.5493 -0.7027
H37 -5.5295 -0.3706 -1.0725
H38 -6.0946 0.6030 -3.0361
C13 3.0006 -3.7060 1.8690
O13 3.7448 -4.8787 2.0230
H39 3.2096 -2.9236 2.6090
H40 3.1331 -3.3204 0.8481
H41 1.9239 -3.8764 1.9519
H42 4.6475 -4.6622 1.7542
C14 -0.9907 -0.0507 3.4459
O14 -0.8441 1.3802 3.3912
H43 -0.1288 -0.5795 3.8451
H44 -1.8796 -0.2164 4.0562
H45 -1.1650 -0.4459 2.4514
H46 -0.7098 1.7008 4.2885
C15 -3.0638 -2.5250 2.1551
O15 -3.8243 -3.3446 1.2661
H47 -3.4708 -2.6785 3.1537
H48 -2.0069 -2.7945 2.1411
H49 -3.2008 -1.4779 1.8835
H50 -3.2211 -3.6857 0.6023
C16 -3.3506 0.7900 -4.6139
O16 -4.6006 1.3774 -4.2763
H51 -2.5493 1.5276 -4.7180
H52 -3.0423 0.1958 -3.7512
H53 -3.4414 0.1477 -5.4891
H54 -4.7995 2.0538 -4.9298

Results
- Energy above the lowest of the compared OMol25 structures with the same formula, charge and spin: 0.000 eV
- HOMO-LUMO gap: 8.44 eV
- LUMO: -0.058 Ha
- Maximum force: 2.64 eV/Å
- Highest occupied orbital energy: -10.0202 eV
- Total energy: -3089.2374 Eh


# 6
Molecular formula: C12H22Cl8N2
Method: DFT, the ωB97M-V functional and the def2-TZVPD basis

Cartesian coordinates (Å):
Cl1 1.2079 -5.1861 0.1952
C1 -0.1821 -5.1355 -0.9289
C2 -0.5969 -3.7165 -1.2788
Cl2 -1.2468 -2.7874 0.0950
H1 -1.0051 -5.6991 -0.4974
H2 0.1071 -5.6203 -1.8596
H3 -1.3280 -3.7713 -2.0801
H4 0.2898 -3.1451 -1.5407
Cl3 1.2849 -0.9554 1.9726
C3 2.7349 -1.5310 2.8414
C4 2.3848 -2.1604 4.1796
Cl4 3.9404 -2.2578 5.1211
H5 3.4043 -0.6818 2.9157
H6 3.2323 -2.3066 2.2608
H7 2.0415 -3.1824 4.0910
H8 1.7585 -1.5362 4.8056
Cl5 -4.9666 0.1334 -5.7648
C5 -4.1874 0.6570 -4.2863
C6 -3.3154 -0.4959 -3.7210
Cl6 -4.2463 -1.4183 -2.5144
H9 -4.8295 1.0138 -3.4825
H10 -3.5650 1.5276 -4.5025
H11 -2.4183 -0.1394 -3.2237
H12 -3.0596 -1.1405 -4.5541
Cl7 2.3746 2.2166 -1.1467
C7 0.8048 1.4606 -0.7049
C8 0.6461 0.0670 -1.2409
Cl8 0.4413 0.0447 -3.0194
H13 -0.0068 2.0572 -1.1122
H14 0.8065 1.5193 0.3769
H15 -0.2419 -0.3842 -0.7986
H16 1.4537 -0.6200 -0.9994
C9 4.1834 3.9140 1.3312
C10 4.8799 3.4184 2.5149
N1 5.4198 3.0515 3.4595
H17 3.1825 3.4926 1.2895
H18 4.7307 3.6841 0.4227
H19 4.0491 4.9932 1.4107
C11 -3.6590 3.7353 1.9119
C12 -2.7968 2.8005 1.2330
N2 -2.1040 2.0625 0.6941
H20 -3.0380 4.3321 2.5801
H21 -4.5098 3.2632 2.3923
H22 -4.0554 4.4267 1.1618

Results
- SMILES string: ClCCCl.ClCCCl.ClCCCl.ClCCCl.CC#N.CC#N
- Energy above the lowest of the compared OMol25 structures with the same formula, charge and spin: 0.000 eV
- HOMO-LUMO gap: 10.88 eV
- LUMO: 0.011 Ha
- Maximum force: 1.93 eV/Å
- Highest occupied orbital energy: -10.5808 eV
- Total energy: -4261.4709 Eh